C5H5NO | the ωB97M-V functional and the def2-TZVPD basis

For the max |F|, the calculation gives 3.1 eV/A. The value obtained for the HOMO energy is -8.353 eV. The orbital gap is 8.5630 eV. Its relative energy (zero: lowest compared OMol25 entry of this formula, charge and spin) is 495.27 kJ/mol. For the electronic energy, the calculation gives -8798.28590 eV. The LUMO energy is 0.21 eV.

Cartesian coordinates (Å):
N (-1.37, 1.97, 0.14)
C (-0.21, 2.04, 0.05)
C (0.55, 0.90, -0.62)
O (1.57, 0.25, 0.08)
C (0.88, -0.93, 0.35)
C (-0.52, -0.82, 0.75)
C (-0.48, -0.20, -0.59)
H (0.90, 1.21, -1.60)
H (1.57, -1.75, 0.62)
H (-0.97, -1.81, 0.66)
H (-0.85, -0.30, 1.65)
H (-1.08, -0.44, -1.47)

C5H5NO | the ωB97M-V functional and the def2-TZVPD basis

For the max |F|, the calculation gives 0.9 eV/A. The value obtained for the HOMO energy (alpha / beta) is -8.284 / -8.293 eV. The orbital gap (alpha / beta) is 6.9733 / 7.0130 eV. Its relative energy (zero: lowest compared OMol25 entry of this formula, charge and spin) is 498.95 kJ/mol. For the electronic energy, the calculation gives -8798.24779 eV. The LUMO energy (alpha / beta) is -1.31 / -1.28 eV.

Cartesian coordinates (Å):
O (-2.04, -0.65, 1.88)
C (-1.23, -0.79, 0.98)
C (-0.44, 0.35, 0.39)
C (1.06, 0.14, 0.26)
C (-0.50, 0.42, -1.13)
C (0.79, 0.04, -1.45)
N (1.89, -0.37, -1.76)
H (-1.05, -1.77, 0.51)
H (-0.66, 1.28, 0.92)
H (1.51, -0.79, 0.61)
H (1.68, 1.02, 0.42)
H (-1.11, 1.07, -1.73)

C5H5NO | the ωB97M-V functional and the def2-TZVPD basis

For the max |F|, the calculation gives 1.1 eV/A. The value obtained for the HOMO energy is -10.851 eV. The orbital gap is 11.5277 eV. Its relative energy (zero: lowest compared OMol25 entry of this formula, charge and spin) is 238.91 kJ/mol. For the electronic energy, the calculation gives -8800.94287 eV. The LUMO energy is 0.68 eV.

Cartesian coordinates (Å):
O (-2.05, -0.58, -0.17)
C (-0.79, -0.95, 0.35)
C (0.35, -0.25, -0.43)
C (0.46, 1.18, -0.08)
C (0.54, 2.33, 0.25)
C (1.62, -0.96, -0.22)
N (2.60, -1.55, -0.04)
H (-2.09, 0.40, -0.20)
H (-0.68, -0.72, 1.41)
H (-0.70, -2.04, 0.22)
H (0.09, -0.33, -1.50)
H (0.64, 3.36, 0.53)

C5H5NO | the ωB97M-V functional and the def2-TZVPD basis

For the max |F|, the calculation gives 3.4 eV/A. The value obtained for the HOMO energy is -8.378 eV. The orbital gap is 9.3829 eV. Its relative energy (zero: lowest compared OMol25 entry of this formula, charge and spin) is 310.56 kJ/mol. For the electronic energy, the calculation gives -8800.20030 eV. The LUMO energy is 1.00 eV.

Cartesian coordinates (Å):
C (1.82, 0.53, 0.07)
C (0.40, -0.81, -0.02)
C (-0.81, -1.32, 0.00)
C (-1.00, 0.97, -0.01)
C (0.30, 0.55, -0.03)
H (2.46, 0.74, 0.94)
H (2.25, 1.00, -0.92)
H (-1.35, -2.23, -0.09)
H (-2.65, -0.23, 0.19)
H (-1.57, 1.93, -0.14)
N (-1.67, -0.20, 0.03)
O (1.81, -0.93, -0.03)

C5H5NO | the ωB97M-V functional and the def2-TZVPD basis

For the max |F|, the calculation gives 3.0 eV/A. The value obtained for the HOMO energy is -9.991 eV. The orbital gap is 10.1995 eV. Its relative energy (zero: lowest compared OMol25 entry of this formula, charge and spin) is 152.23 kJ/mol. For the electronic energy, the calculation gives -8801.84123 eV. The LUMO energy is 0.21 eV.

Cartesian coordinates (Å):
O (-1.18, -0.93, -2.18)
C (-0.38, -1.15, 0.82)
C (-0.25, 0.37, 0.82)
C (1.06, 0.80, 0.18)
C (-0.18, 0.67, -0.66)
C (-0.40, -0.70, -1.29)
N (-0.21, -1.74, -0.30)
H (-0.33, -1.75, 1.74)
H (-0.72, 1.04, 1.55)
H (1.83, 0.04, 0.05)
H (1.41, 1.81, 0.36)
H (-0.66, 1.55, -1.09)

C5H5NO | the ωB97M-V functional and the def2-TZVPD basis

For the max |F|, the calculation gives 1.9 eV/A. The value obtained for the HOMO energy (alpha / beta) is -9.219 / -9.608 eV. The orbital gap (alpha / beta) is 7.6397 / 8.9490 eV. Its relative energy (zero: lowest compared OMol25 entry of this formula, charge and spin) is 430.28 kJ/mol. For the electronic energy, the calculation gives -8798.95954 eV. The LUMO energy (alpha / beta) is -1.58 / -0.66 eV.

Cartesian coordinates (Å):
O (-0.78, 1.57, 1.61)
C (-1.07, 0.40, 1.51)
C (-0.30, -0.55, 0.68)
C (0.51, -0.93, -1.25)
C (0.75, 0.04, -0.18)
C (0.32, 1.29, -0.82)
N (0.00, 2.17, -1.50)
H (-1.84, -0.01, 2.20)
H (-0.30, -1.59, 0.99)
H (-0.39, -0.94, -1.84)
H (1.34, -1.55, -1.60)
H (1.76, 0.10, 0.20)

Copy entry 3 word for word.
C5H5NO | the ωB97M-V functional and the def2-TZVPD basis

For the max |F|, the calculation gives 1.1 eV/A. The value obtained for the HOMO energy is -10.851 eV. The orbital gap is 11.5277 eV. Its relative energy (zero: lowest compared OMol25 entry of this formula, charge and spin) is 238.91 kJ/mol. For the electronic energy, the calculation gives -8800.94287 eV. The LUMO energy is 0.68 eV.

Cartesian coordinates (Å):
O (-2.05, -0.58, -0.17)
C (-0.79, -0.95, 0.35)
C (0.35, -0.25, -0.43)
C (0.46, 1.18, -0.08)
C (0.54, 2.33, 0.25)
C (1.62, -0.96, -0.22)
N (2.60, -1.55, -0.04)
H (-2.09, 0.40, -0.20)
H (-0.68, -0.72, 1.41)
H (-0.70, -2.04, 0.22)
H (0.09, -0.33, -1.50)
H (0.64, 3.36, 0.53)

- What is the electronic energy in the second record?
  -8798.24779 eV

- Look up the relative energy (zero: lowest compared OMol25 entry of this formula, charge and spin) of the third one.
  238.91 kJ/mol